No. 1
{"formula": "C24H46ClI2N3O3", "method": "ωB97M-V/def2-TZVPD", "fmax_ha_per_bohr": 0.0162, "homo_energy_ha": -0.2847, "orbital_gap_ha": 0.276, "e_tot_ev": -64970.902, "spin_multiplicity": 1, "smiles": "CCCC[C@@]1(CC(=O)Cl)C[C@](I)(CC(=O)I)NC1=O.CCN(CC)CC.CCN(CC)CC", "symbols": ["C", "C", "C", "C", "C", "C", "C", "O", "Cl", "C", "C", "I", "C", "C", "O", "I", "N", "C", "O", "H", "H", "H", "H", "H", "H", "H", "H", "H", "H", "H", "H", "H", "H", "H", "H", "C", "C", "N", "C", "C", "C", "C", "H", "H", "H", "H", "H", "H", "H", "H", "H", "H", "H", "H", "H", "H", "H", "C", "C", "N", "C", "C", "C", "C", "H", "H", "H", "H", "H", "H", "H", "H", "H", "H", "H", "H", "H", "H", "H"], "xyz": [[6.521, 0.646, 4.397], [5.183, 0.450, 3.688], [4.514, 1.768, 3.291], [3.511, 1.694, 2.143], [2.191, 0.978, 2.423], [2.265, -0.569, 2.493], [2.137, -1.254, 1.164], [2.536, -0.861, 0.127], [1.310, -2.837, 1.279], [1.434, 1.487, 3.659], [-0.089, 1.402, 3.303], [-0.957, 3.403, 3.515], [-0.814, 0.432, 4.214], [-2.320, 0.262, 4.167], [-2.934, -0.037, 5.131], [-3.411, 0.408, 2.314], [-0.094, 1.036, 1.889], [1.161, 1.360, 1.352], [1.337, 1.880, 0.284], [7.139, 1.362, 3.859], [7.063, -0.300, 4.422], [6.380, 0.962, 5.428], [4.518, -0.100, 4.360], [5.324, -0.175, 2.804], [5.304, 2.457, 2.979], [4.052, 2.235, 4.164], [3.959, 1.213, 1.270], [3.261, 2.706, 1.822], [1.477, -0.953, 3.135], [3.203, -0.913, 2.923], [1.679, 2.533, 3.815], [1.662, 0.932, 4.568], [-0.406, -0.573, 4.072], [-0.601, 0.717, 5.245], [-0.828, 1.453, 1.328], [-7.945, -1.255, 1.595], [-8.392, -1.993, 0.342], [-8.000, -1.322, -0.883], [-8.663, -1.839, -2.067], [-8.377, -3.287, -2.482], [-6.582, -1.042, -1.015], [-5.603, -2.220, -0.931], [-8.284, -0.219, 1.575], [-8.368, -1.736, 2.478], [-6.860, -1.260, 1.712], [-9.484, -2.049, 0.345], [-8.031, -3.033, 0.395], [-8.427, -1.175, -2.903], [-9.740, -1.735, -1.903], [-7.384, -3.401, -2.914], [-9.097, -3.599, -3.242], [-8.468, -3.978, -1.644], [-6.312, -0.320, -0.240], [-6.431, -0.512, -1.959], [-5.836, -2.886, -0.099], [-4.591, -1.842, -0.770], [-5.583, -2.811, -1.845], [5.092, -1.237, -5.056], [3.949, -0.505, -4.368], [4.401, 0.527, -3.456], [3.352, 1.021, -2.577], [2.170, 1.767, -3.208], [5.280, 1.529, -4.031], [4.772, 2.328, -5.240], [5.798, -1.627, -4.321], [4.700, -2.076, -5.632], [5.637, -0.594, -5.748], [3.380, -1.228, -3.779], [3.259, -0.123, -5.138], [3.815, 1.665, -1.824], [2.961, 0.166, -2.028], [2.444, 2.768, -3.542], [1.380, 1.880, -2.465], [1.752, 1.224, -4.057], [6.212, 1.035, -4.319], [5.560, 2.221, -3.233], [4.310, 1.683, -5.988], [5.610, 2.838, -5.721], [4.048, 3.090, -4.956]], "forces_ev_per_a": [[-0.120, -0.398, -0.135], [-0.169, 0.079, 0.216], [0.147, 0.036, -0.118], [-0.066, -0.189, -0.019], [-0.106, 0.047, -0.116], [-0.272, 0.050, 0.062], [0.128, -0.078, -0.069], [0.028, -0.048, -0.087], [0.005, -0.041, 0.020], [-0.161, 0.193, -0.081], [0.221, -0.303, -0.537], [-0.095, -0.057, 0.166], [-0.044, 0.221, 0.036], [-0.057, -0.089, 0.228], [-0.095, 0.022, 0.125], [0.047, 0.004, -0.160], [0.288, 0.782, 0.047], [-0.071, -0.042, -0.012], [0.016, -0.223, 0.126], [0.057, 0.115, 0.078], [0.052, 0.013, 0.075], [0.061, 0.231, 0.008], [0.017, -0.133, -0.035], [0.059, 0.041, -0.107], [-0.015, 0.039, -0.043], [0.005, -0.001, 0.067], [0.085, 0.020, -0.008], [0.000, 0.048, 0.020], [0.005, -0.031, 0.026], [0.100, 0.059, 0.027], [0.179, -0.024, 0.146], [0.013, -0.004, 0.044], [0.012, -0.040, -0.141], [-0.068, -0.041, 0.059], [-0.230, -0.316, 0.085], [-0.004, -0.022, 0.012], [0.020, -0.009, 0.090], [-0.019, -0.006, -0.041], [-0.120, -0.003, -0.095], [0.002, 0.019, -0.062], [0.176, 0.093, 0.073], [0.059, 0.053, -0.054], [0.016, 0.013, -0.024], [-0.001, -0.004, 0.004], [0.003, 0.001, 0.003], [-0.011, -0.024, -0.057], [-0.008, 0.004, 0.010], [0.052, 0.012, 0.016], [0.008, -0.014, 0.061], [0.022, -0.008, 0.044], [-0.005, 0.008, 0.001], [-0.001, 0.006, 0.018], [-0.032, -0.022, 0.031], [-0.061, -0.043, -0.044], [-0.014, 0.010, 0.015], [0.003, 0.001, -0.001], [-0.053, -0.048, 0.026], [-0.019, -0.015, -0.022], [0.017, -0.053, -0.071], [-0.011, 0.035, 0.064], [-0.060, 0.091, 0.052], [-0.003, 0.053, 0.037], [0.141, 0.045, -0.090], [0.041, 0.071, 0.037], [0.011, 0.026, 0.015], [-0.002, -0.002, -0.003], [0.005, 0.003, 0.001], [-0.041, 0.040, 0.030], [0.004, -0.016, -0.003], [0.032, 0.010, -0.027], [-0.008, -0.095, -0.016], [0.016, -0.020, -0.047], [0.013, -0.010, 0.025], [0.015, -0.010, -0.010], [-0.029, -0.040, -0.014], [-0.068, 0.003, 0.035], [0.005, -0.022, 0.002], [0.006, -0.005, 0.006], [-0.056, -0.045, -0.015]], "mulliken_charge": [-1.4587, -0.2042, -0.6564, -1.4746, 2.8870, -1.4451, 0.8243, -0.4412, -0.2217, -1.5853, -0.2524, 0.2163, -0.1604, -0.0863, -0.4406, 0.0441, 0.1396, -0.8015, -0.6106, 0.3639, 0.3826, 0.3346, 0.2325, 0.3459, 0.5113, 0.3083, 0.4105, 0.3931, 0.0342, 0.5495, 0.5261, 0.2557, 0.1725, 0.4256, 0.4339, -1.3560, -0.3709, 0.0995, -0.7073, -0.9691, -0.7139, -0.9442, 0.3250, 0.4372, 0.2318, 0.4552, 0.2571, 0.3520, 0.4118, 0.2211, 0.3969, 0.2760, 0.3781, 0.3310, 0.2252, 0.3761, 0.2831, -1.4466, -0.3139, 0.2120, -0.3908, -1.1618, -0.7047, -0.9893, 0.3296, 0.4392, 0.2967, 0.4368, 0.2490, 0.3328, 0.1603, 0.2420, 0.4287, 0.2899, 0.4081, 0.3385, 0.2467, 0.3825, 0.2663]}

---

No. 2
{"formula": "C24H46N2O15P2S", "method": "ωB97M-V/def2-TZVPD", "fmax_ha_per_bohr": 0.1414, "homo_energy_ha": -0.3655, "orbital_gap_ha": 0.363, "e_tot_ev": -88738.856, "spin_multiplicity": 1, "symbols": ["C", "C", "O", "O", "C", "C", "C", "C", "C", "C", "N", "C", "C", "O", "S", "O", "O", "O", "C", "O", "C", "N", "H", "H", "H", "H", "H", "H", "H", "H", "H", "H", "H", "H", "H", "H", "H", "H", "O", "P", "O", "C", "C", "O", "C", "C", "O", "C", "C", "H", "H", "H", "H", "H", "H", "H", "H", "H", "H", "H", "H", "H", "H", "H", "O", "P", "O", "C", "C", "O", "C", "C", "O", "C", "C", "H", "H", "H", "H", "H", "H", "H", "H", "H", "H", "H", "H", "H", "H", "H"], "xyz": [[7.223, -3.374, 2.199], [7.117, -4.523, 1.200], [8.001, -5.303, 0.991], [5.879, -4.650, 0.542], [5.057, -5.472, 1.386], [3.575, -5.341, 1.019], [3.009, -3.905, 1.075], [3.642, -2.889, 2.032], [3.963, -1.608, 1.560], [4.500, -0.701, 2.472], [4.733, -0.915, 3.761], [4.437, -2.144, 4.163], [3.895, -3.160, 3.387], [2.929, -3.336, -0.261], [1.531, -2.527, -0.447], [0.756, -3.029, -1.527], [1.668, -1.108, -0.559], [0.945, -2.754, 1.061], [1.495, -4.036, 1.432], [0.797, -4.951, 0.580], [1.080, -4.469, 2.861], [0.776, -3.321, 3.750], [6.748, -2.444, 1.869], [6.746, -3.717, 3.131], [8.288, -3.226, 2.410], [5.350, -6.530, 1.265], [5.198, -5.215, 2.448], [3.469, -5.670, -0.028], [2.983, -6.061, 1.603], [3.803, -1.312, 0.529], [4.722, 0.303, 2.094], [4.612, -2.370, 5.223], [3.657, -4.134, 3.811], [-0.103, -4.594, 0.567], [1.899, -5.021, 3.347], [0.191, -5.111, 2.861], [1.374, -3.343, 4.568], [-0.176, -3.380, 4.090], [0.069, 3.746, -5.756], [-0.127, 2.347, -5.261], [-1.742, 2.129, -5.479], [-2.232, 1.936, -6.805], [-1.794, 0.607, -7.393], [-0.087, 2.679, -3.650], [0.434, 3.897, -3.130], [-0.689, 4.883, -2.888], [0.111, 0.742, -4.959], [0.710, 0.230, -3.750], [-0.342, -0.040, -2.697], [-1.909, 2.767, -7.439], [-3.320, 1.968, -6.744], [-0.710, 0.577, -7.534], [-2.267, 0.443, -8.363], [-2.056, -0.215, -6.727], [1.205, 4.311, -3.779], [0.921, 3.663, -2.179], [-1.322, 5.006, -3.767], [-0.299, 5.862, -2.603], [-1.335, 4.516, -2.087], [1.493, 0.895, -3.389], [1.196, -0.712, -4.009], [-0.996, 0.811, -2.521], [0.129, -0.315, -1.752], [-0.995, -0.857, -3.013], [-3.172, 3.374, 3.445], [-4.067, 3.731, 2.300], [-5.550, 3.331, 2.881], [-6.148, 4.176, 3.864], [-6.539, 5.530, 3.300], [-3.753, 2.414, 1.363], [-2.615, 1.581, 1.575], [-2.982, 0.384, 2.429], [-4.715, 4.532, 1.007], [-4.409, 4.218, -0.363], [-5.367, 3.185, -0.918], [-5.466, 4.290, 4.713], [-7.039, 3.658, 4.221], [-5.656, 6.101, 3.002], [-7.085, 6.112, 4.045], [-7.163, 5.413, 2.414], [-1.787, 2.143, 2.006], [-2.280, 1.237, 0.592], [-3.492, 0.682, 3.345], [-2.091, -0.190, 2.695], [-3.668, -0.269, 1.886], [-3.369, 3.914, -0.469], [-4.525, 5.140, -0.936], [-5.448, 2.302, -0.291], [-5.051, 2.873, -1.915], [-6.376, 3.600, -0.984]], "forces_ev_per_a": [[0.185, -0.494, -0.099], [0.329, 0.154, -0.246], [-0.528, 0.389, 0.010], [0.193, 0.014, 1.068], [-0.573, -0.602, 0.100], [1.015, 0.198, -0.984], [-1.308, -0.703, 0.658], [0.320, 0.170, -0.242], [0.117, -0.639, 0.691], [-0.103, 0.963, -0.832], [-0.073, -0.467, -0.468], [-0.173, -0.781, 1.222], [-0.130, 0.266, -1.026], [-0.937, 0.428, 0.150], [-0.628, 2.197, -0.579], [0.134, -1.472, 0.503], [1.325, -0.237, 0.868], [0.937, -0.604, -0.866], [-2.022, -0.754, 0.303], [1.254, -0.120, 0.026], [0.279, 1.385, 1.552], [0.163, -0.342, -0.032], [0.027, -0.343, -0.006], [0.074, 0.267, -0.269], [-0.318, 0.050, -0.064], [-0.035, 0.365, 0.023], [0.089, 0.031, -0.314], [-0.091, 0.171, 0.343], [0.165, 0.427, 0.045], [0.085, -0.042, 0.306], [0.020, -0.289, 0.251], [0.037, 0.207, -0.316], [0.231, 0.291, 0.072], [0.016, -0.282, -0.183], [-0.302, -0.204, -0.592], [0.448, -0.011, -0.650], [-0.055, 0.182, -0.120], [0.062, 0.098, -0.116], [2.174, -1.846, -2.375], [-4.581, 1.291, 5.448], [0.735, -0.323, -0.573], [-0.123, -0.005, -0.244], [0.115, -0.023, 0.033], [0.537, -0.478, -0.295], [-0.117, 0.310, 0.089], [-0.230, 0.057, 0.086], [1.156, 1.255, -1.997], [0.531, -0.286, 0.440], [-0.564, -0.050, -0.006], [-0.011, 0.008, 0.026], [0.034, 0.070, 0.147], [-0.035, -0.010, -0.051], [0.003, 0.043, 0.009], [-0.039, 0.023, -0.011], [-0.153, -0.009, -0.152], [-0.065, -0.199, -0.026], [0.197, -0.010, -0.131], [0.009, -0.030, 0.041], [0.047, 0.044, 0.042], [-0.135, 0.110, 0.000], [-0.056, 0.077, -0.255], [0.199, 0.181, -0.078], [-0.052, 0.051, -0.318], [0.145, -0.099, -0.001], [0.651, 3.667, -0.233], [-2.725, -6.602, -1.365], [0.411, 0.934, -0.091], [-0.130, 0.131, 0.220], [0.092, 0.035, -0.082], [0.137, 0.750, -0.261], [0.104, -0.311, 0.142], [-0.169, -0.141, 0.038], [1.451, 1.130, 1.754], [0.388, 0.120, -0.642], [-0.435, -0.057, 0.194], [-0.001, -0.029, -0.011], [0.078, -0.132, -0.074], [-0.037, 0.029, 0.045], [0.026, -0.029, 0.018], [-0.025, -0.022, 0.038], [-0.132, 0.050, 0.137], [-0.157, 0.095, -0.077], [0.151, 0.156, 0.018], [-0.001, 0.012, -0.043], [0.059, -0.009, -0.031], [-0.058, -0.126, 0.089], [0.006, 0.128, 0.261], [0.263, -0.003, 0.046], [0.036, 0.107, -0.005], [0.064, 0.095, -0.116]], "mulliken_charge": [-0.7394, 0.6327, -0.5497, -0.2685, -0.7459, -1.4275, 1.5520, 1.0298, -0.8209, -0.7723, -0.5834, -0.6936, -0.4359, -0.4867, 1.4352, -0.6619, -0.7280, -0.4563, 0.3852, -0.5704, -0.7758, -0.4975, 0.2421, 0.2006, 0.3647, 0.5329, 0.3155, 0.4494, 0.3956, 0.5433, 0.3893, 0.3790, 0.5086, 0.5440, 0.2603, 0.4869, 0.1992, 0.2662, -0.8060, 1.0640, -0.2782, -0.4001, -0.9749, -0.4101, -0.4476, -0.7512, -0.3253, -0.2262, -0.5159, 0.3084, 0.3040, 0.2577, 0.4073, 0.2335, 0.4021, 0.4120, 0.2993, 0.4112, -0.0697, 0.2308, 0.3597, 0.3364, -0.0692, 0.3799, -0.8021, 1.1301, -0.3454, -0.3449, -0.9772, -0.4190, -0.1012, -1.1706, -0.3696, 0.0523, -1.1524, 0.2970, 0.3129, 0.2655, 0.4058, 0.2339, 0.3600, 0.1966, 0.3177, 0.3380, 0.3040, 0.0739, 0.3910, 0.2815, 0.3568, 0.3346]}